## w
Entry from the Open Molecules 2025 dataset: 6 unconnected molecules or ions with the total composition H12O6 (wB97M-V/def2-TZVPD).

Its SMILES is O.O.O.O.O.O. For the HOMO-LUMO gap, the calculation gives 10.518 eV. Its HOMO energy is -10.408 eV.

```
! wB97M-V def2-TZVPD RIJCOSX def2/J DEFGRID3
* xyz 0 1
O 1.27592 -0.74486 -1.87428
H 0.33724 -1.05920 -1.80847
H 1.71333 -1.51401 -2.33890
O -0.12483 1.22688 1.94487
H 0.27099 0.31768 1.88485
H 0.46091 1.72177 1.32004
O -1.29440 -1.63504 -0.70088
H -0.59455 -1.70703 -0.02797
H -1.84879 -0.91864 -0.34558
O -1.94075 0.71987 0.17010
H -1.22900 1.05659 -0.43427
H -1.55450 0.87955 1.10186
O 1.02521 -1.18947 1.21402
H 1.61321 -1.91301 1.04768
H 1.27738 -0.79873 0.31239
O 0.73939 1.64374 -0.59350
H 0.93934 1.23966 -1.46343
H 1.17010 2.52639 -0.53083
*
```

## x
Entry from the Open Molecules 2025 dataset: 6 unconnected molecules or ions with the total composition H12O6 (wB97M-V/def2-TZVPD).

Its SMILES is O.O.O.O.O.O. For the HOMO-LUMO gap, the calculation gives 10.928 eV. Its HOMO energy is -11.023 eV.

```
! wB97M-V def2-TZVPD RIJCOSX def2/J DEFGRID3
* xyz 0 1
O 1.33596 0.49659 -0.68542
H 0.63377 -0.05613 -1.04373
H 1.12019 0.61848 0.24779
O 3.42517 0.16515 1.85569
H 3.61140 -0.44831 1.13630
H 4.20375 0.14787 2.42039
O -1.66596 -0.58431 -0.11189
H -2.54571 -0.78671 0.22519
H -1.06480 -0.83367 0.59959
O -2.22965 -2.30963 -2.51353
H -2.96950 -2.59230 -1.96905
H -1.73647 -1.69393 -1.95448
O -1.69714 1.84700 -2.23157
H -1.29510 1.61925 -1.38604
H -2.32086 1.13502 -2.40372
O 0.96828 1.42638 2.42944
H 0.51510 1.01156 3.16922
H 1.71156 0.83770 2.21582
*
```

## y
Entry from the Open Molecules 2025 dataset: 6 unconnected molecules or ions with the total composition H12O6 (wB97M-V/def2-TZVPD).

Its SMILES is O.O.O.O.O.O. For the HOMO-LUMO gap, the calculation gives 11.007 eV. Its HOMO energy is -10.964 eV.

```
! wB97M-V def2-TZVPD RIJCOSX def2/J DEFGRID3
* xyz 0 1
O 10.98159 16.44434 7.34634
H 10.09456 16.08467 7.33940
H 11.27211 16.38409 6.43628
O 9.40715 12.43038 11.84583
H 8.63083 12.98800 11.79456
H 10.03726 12.84123 11.25388
O 10.53682 13.01267 9.04869
H 10.67169 13.43519 8.20045
H 9.68403 12.58498 8.97087
O 13.24003 13.64987 11.50331
H 13.06783 13.67642 12.44453
H 12.41791 13.92997 11.10094
O 10.08217 13.53613 6.12853
H 9.92118 13.35601 5.20231
H 9.42356 14.18961 6.36394
O 8.26670 11.42324 9.10035
H 7.87093 10.99990 8.33852
H 8.56638 10.69839 9.64900
*
```

## z
Entry from the Open Molecules 2025 dataset: 6 unconnected molecules or ions with the total composition H12O6 (wB97M-V/def2-TZVPD).

Its SMILES is O.O.O.O.O.O. For the HOMO-LUMO gap, the calculation gives 9.975 eV. Its HOMO energy is -9.900 eV.

```
! wB97M-V def2-TZVPD RIJCOSX def2/J DEFGRID3
* xyz 0 1
O -0.91606 -0.12631 -0.21728
H -0.73826 0.18527 0.67732
H -0.09451 -0.55378 -0.48434
O -0.73843 3.32554 -0.11665
H 0.20508 3.51631 -0.16544
H -1.15644 4.19163 -0.18100
O 1.93495 -1.87378 -1.88788
H 2.68818 -1.72821 -2.47135
H 2.27116 -2.47923 -1.21752
O -0.84541 0.88135 5.03150
H -1.39364 1.44984 4.47901
H -1.21456 0.00066 4.90072
O -1.13451 3.08244 -2.45246
H -0.21483 2.79976 -2.50970
H -1.56946 2.36951 -1.97127
O 1.39986 -5.26722 -0.33020
H 1.63791 -4.33754 -0.24071
H 1.97617 -5.59037 -1.03194
*
```

Computed relative energies in units of kJ/mol: w 0.0; x 25.7; y 35.2; z 111.4

## w
Entry from the Open Molecules 2025 dataset: 6 unconnected molecules or ions with the total composition H12O6 (wB97M-V/def2-TZVPD).

Its SMILES is O.O.O.O.O.O. For the HOMO-LUMO gap, the calculation gives 10.912 eV. Its HOMO energy is -10.775 eV.

```
! wB97M-V def2-TZVPD RIJCOSX def2/J DEFGRID3
* xyz 0 1
O 0.99772 0.63359 1.45787
H 1.52456 -0.01853 0.92804
H 1.33546 1.53073 1.46875
O 1.88339 -2.27977 3.01691
H 2.40855 -2.09803 2.22796
H 1.18111 -1.60171 2.95562
O -1.15592 1.63263 0.50360
H -1.91830 1.99762 0.93067
H -1.39349 0.88783 0.09100
O -0.20210 2.02358 -2.28076
H -0.10500 2.84518 -1.69903
H 0.62080 2.17149 -2.76383
O -0.87678 -0.98212 -2.39394
H 0.10856 -1.12645 -2.65716
H -0.86034 -0.16433 -1.91920
O -1.31812 -1.55849 0.22151
H -1.73852 -2.35945 0.21270
H -0.49157 -1.53378 -0.30071
*
```

## x
Entry from the Open Molecules 2025 dataset: 6 unconnected molecules or ions with the total composition H12O6 (wB97M-V/def2-TZVPD).

Its SMILES is O.O.O.O.O.O. For the HOMO-LUMO gap, the calculation gives 10.747 eV. Its HOMO energy is -10.663 eV.

```
! wB97M-V def2-TZVPD RIJCOSX def2/J DEFGRID3
* xyz 0 1
O 1.63538 2.05959 1.50432
H 1.00942 2.53228 2.05292
H 1.71833 1.20126 1.91979
O -1.51626 2.12948 -2.23471
H -2.09997 2.20140 -1.47949
H -0.87175 2.82557 -2.10703
O 0.56948 -0.71347 2.11808
H -0.37537 -0.62426 2.24270
H 0.77176 -1.59273 2.43779
O 0.41585 0.37645 -3.94023
H 0.03026 0.67685 -4.76322
H -0.10826 0.80055 -3.26076
O -0.08161 -3.42613 2.07828
H -0.80295 -3.05593 1.56951
H -0.50332 -3.81592 2.84408
O 0.21622 -0.73643 -0.62125
H 0.30535 -0.89804 0.31799
H -0.31250 0.05942 -0.67871
*
```

## y
Entry from the Open Molecules 2025 dataset: 6 unconnected molecules or ions with the total composition H12O6 (wB97M-V/def2-TZVPD).

Its SMILES is O.O.O.O.O.O. For the HOMO-LUMO gap, the calculation gives 11.170 eV. Its HOMO energy is -10.857 eV.

```
! wB97M-V def2-TZVPD RIJCOSX def2/J DEFGRID3
* xyz 0 1
O -2.06878 1.37133 0.61200
H -1.72678 2.11833 0.84300
H -2.45278 1.51333 -0.32000
O 1.43022 -2.34667 -0.31000
H 2.04022 -2.52867 -1.09400
H 1.96822 -2.55867 0.51900
O 2.27322 2.50333 0.37600
H 1.81122 1.91033 0.00700
H 3.24222 2.30633 0.27800
O 0.27122 -0.36767 -2.85900
H -0.17478 -1.33967 -2.97600
H 0.43122 -0.30567 -2.05500
O -2.15378 -1.08767 2.25700
H -3.30278 -1.08867 2.30000
H -2.09178 -0.30867 1.59400
O 0.41322 0.33333 0.13900
H -0.45678 0.53633 0.35600
H 0.54722 -0.66067 0.33300
*
```

Computed relative energies in units of kJ/mol: w 107.8; x 0.0; y 253.6

## w
Entry from the Open Molecules 2025 dataset: a molecular structure, H12O6 (wB97M-V/def2-TZVPD).

For the HOMO-LUMO gap, the calculation gives 8.936 eV. Its HOMO energy is -10.078 eV.

```
! wB97M-V def2-TZVPD RIJCOSX def2/J DEFGRID3
* xyz 0 1
H -1.12920 -3.30456 -0.39717
H -0.21997 -1.94752 -1.47889
H -0.32593 0.24000 -2.23437
H 0.12253 -1.10118 -3.06706
H 1.03907 1.77541 -0.48916
H -0.67838 2.23328 -0.56665
H -2.50883 -0.92201 1.02234
H -1.54119 -1.61191 0.06652
H 2.89803 2.70649 1.32679
H 1.39829 2.10721 1.83118
H -0.18817 0.10966 1.22230
H 0.70794 -0.72299 3.25140
O -1.13585 -2.17772 -0.97118
O 0.49487 -0.77464 -2.10594
O 0.04844 1.58568 -1.21077
O -1.52182 -1.15800 1.04973
O 1.95758 2.61138 0.80365
O 0.58257 0.35143 1.94728
*
```

## x
Entry from the Open Molecules 2025 dataset: 6 unconnected molecules or ions with the total composition H12O6 (wB97M-V/def2-TZVPD).

Its SMILES is O.O.O.O.O.O. For the HOMO-LUMO gap, the calculation gives 9.759 eV. Its HOMO energy is -9.815 eV.

```
! wB97M-V def2-TZVPD RIJCOSX def2/J DEFGRID3
* xyz 0 1
O 1.11433 -0.74273 -0.34192
H 0.78123 0.02117 0.14233
H 0.57169 -1.47459 -0.02743
O -2.42156 -1.28349 3.14274
H -1.78251 -1.87778 2.73355
H -2.14524 -0.40668 2.85321
O -1.20265 -3.08560 -1.50644
H -1.43047 -2.17887 -1.27205
H -1.56739 -3.19773 -2.39153
O -0.36202 0.44980 -1.03659
H -1.14696 1.00621 -0.97953
H -0.50563 -0.07760 -1.83045
O 0.24579 1.49206 2.09410
H 0.41378 2.06819 2.84832
H -0.41993 1.96460 1.58174
O 2.81996 3.02699 -2.15617
H 3.20080 3.17091 -3.02980
H 2.47990 2.12593 -2.19413
*
```

Computed relative energies in units of kJ/mol: w 900.5; x 0.0

## w
Entry from the Open Molecules 2025 dataset: C6H8 in the gas phase (wB97M-V/def2-TZVPD).

Its SMILES is C=C1C(=C)C1C. For the HOMO-LUMO gap (spin up / spin down), the calculation gives 8.419 / 6.480 eV. Its HOMO energy (spin up / spin down) is -8.166 / -7.315 eV.

```
! wB97M-V def2-TZVPD RIJCOSX def2/J DEFGRID3
* xyz 0 1
C -0.45053 -1.86428 -0.71326
C -0.24617 -0.66070 -0.23261
C -0.73665 0.32653 0.63689
C -1.94259 0.85168 0.38496
C 0.51646 0.48138 -0.21334
C 1.83501 0.54809 0.47290
H -1.29978 -2.45562 -0.38906
H 0.22554 -2.29691 -1.44140
H -2.57943 1.15730 1.20797
H -2.31467 0.99877 -0.62427
H 0.43118 1.19005 -1.02710
H 1.98384 -0.26991 1.18711
H 1.93436 1.49422 1.01541
H 2.64346 0.49938 -0.26419
*
```

## x
Entry from the Open Molecules 2025 dataset: C6H8 in the gas phase (wB97M-V/def2-TZVPD).

Its SMILES is C1=C[C@H]2C[C@H]2C1. For the HOMO-LUMO gap, the calculation gives 10.028 eV. Its HOMO energy is -8.836 eV.

```
! wB97M-V def2-TZVPD RIJCOSX def2/J DEFGRID3
* xyz 0 1
C -0.47678 0.53759 1.34689
C 0.77003 0.71140 0.92704
C 0.84246 0.52266 -0.53701
C 0.96513 -0.94778 -0.95854
C -0.38290 -0.25443 -0.90475
C -1.30003 -0.22839 0.32065
H -0.90223 1.00686 2.22124
H 1.66136 1.12289 1.39403
H 0.96367 1.63484 -0.60509
H 1.21309 -1.63587 -0.14348
H 1.27847 -1.33908 -1.92905
H -0.84524 -0.15225 -1.88792
H -1.59106 -1.22019 0.69902
H -2.22824 0.29417 0.06759
*
```

Computed relative energies in units of kJ/mol: w 292.7; x 0.0

## w
Entry from the Open Molecules 2025 dataset: a molecular structure, C6H8 (wB97M-V/def2-TZVPD).

For the HOMO-LUMO gap, the calculation gives 8.862 eV. Its HOMO energy is -7.960 eV.

```
! wB97M-V def2-TZVPD RIJCOSX def2/J DEFGRID3
* xyz 0 1
C 0.55017 1.05750 0.84706
C -0.60678 0.09364 1.03277
C -0.85050 -0.58457 -0.29517
C -0.13565 0.00983 -1.47997
C 1.31447 -0.02651 0.05580
C 0.26726 -1.04914 0.57841
H 1.10309 1.19132 1.78543
H 0.39431 2.03988 0.38444
H -1.36968 0.08560 1.80706
H -1.77783 -1.14185 -0.41381
H 0.02007 -0.72575 -2.27409
H -0.48746 0.96743 -1.87434
H 1.10402 0.12303 -1.20762
H 0.43066 -2.04367 0.97634
*
```

## x
Entry from the Open Molecules 2025 dataset: C6H8 in the gas phase (wB97M-V/def2-TZVPD).

Its SMILES is C=CC1=C(C)C1. For the HOMO-LUMO gap, the calculation gives 9.368 eV. Its HOMO energy is -8.294 eV.

```
! wB97M-V def2-TZVPD RIJCOSX def2/J DEFGRID3
* xyz 0 1
C 2.32057 -0.75642 -0.11038
C 1.70351 0.42010 0.07128
C 0.23257 0.59488 0.02449
C -0.96158 0.08846 -0.04406
C -1.90935 -1.15740 0.00871
C -0.74421 1.59494 -0.09197
H 1.83251 -1.55887 -0.49986
H 3.35856 -0.86143 0.11424
H 2.26475 1.34101 0.51317
H -2.35206 -1.11834 -0.91205
H -2.55148 -0.72405 0.83446
H -1.38236 -2.12112 0.22372
H -0.92213 2.02940 0.83467
H -0.88930 2.22884 -0.96641
*
```

## y
Entry from the Open Molecules 2025 dataset: C6H8 in the gas phase (wB97M-V/def2-TZVPD).

Its SMILES is C1=C[C@H]2C[C@H]2C1. For the HOMO-LUMO gap, the calculation gives 10.090 eV. Its HOMO energy is -8.903 eV.

```
! wB97M-V def2-TZVPD RIJCOSX def2/J DEFGRID3
* xyz 0 1
C -1.54842 0.32273 0.42685
C -0.94106 0.95746 -0.58548
C 0.30942 0.21351 -0.94725
C 1.64184 0.27438 -0.29280
C 0.46470 -0.97010 -0.08503
C -0.51544 -0.69302 1.07613
H -2.53163 0.50463 0.87373
H -1.18320 1.84491 -1.17879
H 0.44424 -0.01887 -1.99823
H 1.86610 0.61282 0.70917
H 2.46635 0.59831 -0.97557
H 0.41516 -1.99764 -0.48126
H -0.04997 -0.04854 1.82700
H -0.83807 -1.60060 1.63152
*
```

Computed relative energies in units of kJ/mol: w 269.3; x 90.7; y 0.0

## w
Entry from the Open Molecules 2025 dataset: C6H8 in the gas phase (wB97M-V/def2-TZVPD).

Its SMILES is C=C/C=C\C=C. For the HOMO-LUMO gap, the calculation gives 8.634 eV. Its HOMO energy is -7.846 eV.

```
! wB97M-V def2-TZVPD RIJCOSX def2/J DEFGRID3
* xyz 0 1
C -0.19611 1.10357 -1.68382
C -0.29377 0.94843 -0.36007
C 0.91711 0.68056 0.45738
C 1.04121 -0.39974 1.25378
C -0.11065 -1.27276 1.17806
C -0.78871 -1.26371 0.00343
H 0.60463 0.60540 -2.23456
H -0.87644 1.73886 -2.23226
H -1.16125 1.33138 0.18792
H 1.65102 1.48017 0.38739
H 1.84520 -0.50583 1.98090
H -0.51223 -1.75169 2.06523
H -0.25617 -1.30694 -0.93364
H -1.86385 -1.38769 -0.06972
*
```

## x
Entry from the Open Molecules 2025 dataset: C6H8 in the gas phase (wB97M-V/def2-TZVPD).

For the HOMO-LUMO gap, the calculation gives 8.023 eV. Its HOMO energy is -8.214 eV.

```
! wB97M-V def2-TZVPD RIJCOSX def2/J DEFGRID3
* xyz 0 1
C 0.16307 -0.88253 -0.15378
C 1.36513 -0.67185 -1.01734
C -1.29995 -0.75261 -0.28855
C -0.88047 -1.98239 0.41840
C 1.41048 0.05451 0.34893
C 1.31903 1.49552 -0.07604
H -1.66425 0.00857 0.26770
H -1.68854 -0.79081 -1.30076
H -1.09773 -2.03283 1.47324
H -0.88330 -2.99846 -0.09861
H 1.98090 -0.23810 1.27882
H 1.08630 1.37476 -1.14923
H 2.21231 2.11381 -0.02626
H 0.53925 2.10159 0.49835
*
```

Computed relative energies in units of kJ/mol: w 0.0; x 307.7